Entry 1:
Density functional theory data (ωB97M-V with the def2-TZVPD basis set) for C46H28F8IPPtSSb as an isolated structure in a non-equilibrium geometry.

Properties
charge	+1
total energy	-107898.8055	eV
LUMO (alpha / beta)	-4.5739 / -4.5734	eV

The geometry in XYZ format:
```
87
C46H28F8IPPtSSb (ωB97M-V with the def2-TZVPD basis set)
Pt -0.1706 -0.1234 -0.5134
F 6.1633 -3.5394 0.6425
C 5.0624 -3.0619 0.0692
C 4.7934 -1.6935 0.1036
F 5.6470 -0.8505 0.6804
C 3.6328 -1.2126 -0.4767
F 3.3675 0.1161 -0.4367
C 2.7081 -2.0460 -1.1114
S 1.3362 -1.4206 -1.9664
C 3.0008 -3.4155 -1.1335
F 2.1552 -4.2512 -1.7373
C 4.1615 -3.9212 -0.5644
F 4.4170 -5.2258 -0.6321
I -2.3992 1.3814 1.2003
C -4.1267 0.8945 0.0355
C -4.9729 1.9577 -0.1570
C -6.2270 1.7727 -0.7414
C -6.6127 0.5142 -1.1016
C -5.7479 -0.5880 -0.9422
C -6.2002 -1.8669 -1.3284
C -5.4347 -2.9740 -1.1052
C -4.1469 -2.8219 -0.5916
C -3.6141 -1.5808 -0.2896
P -1.8185 -1.6607 0.0524
C -1.3043 -3.1788 -0.8068
C -0.8184 -4.3044 -0.1540
C -0.4133 -5.3980 -0.9023
C -0.4733 -5.3658 -2.2852
C -0.9404 -4.2315 -2.9346
C -1.3486 -3.1370 -2.2018
C -1.6413 -1.9902 1.8233
C -0.3395 -1.9261 2.3185
C -0.1030 -2.0692 3.6708
C -1.1683 -2.2754 4.5342
C -2.4623 -2.3557 4.0458
C -2.7058 -2.2081 2.6902
C -4.4366 -0.4196 -0.3844
H -4.6813 2.9400 0.1786
H -6.8833 2.6176 -0.8632
H -7.5964 0.3372 -1.5068
H -7.1763 -1.9475 -1.7842
H -5.7932 -3.9558 -1.3656
H -3.5451 -3.7083 -0.4529
H -0.7633 -4.3336 0.9273
H -0.0356 -6.2753 -0.4010
H -0.1330 -6.2141 -2.8603
H -0.9719 -4.2014 -4.0124
H -1.7106 -2.2432 -2.6995
H 0.4772 -1.7472 1.6193
H 0.9033 -2.0197 4.0574
H -0.9906 -2.3586 5.5942
H -3.2843 -2.5263 4.7246
H -3.7163 -2.2555 2.3097
F 5.3360 3.2854 -4.9829
C 4.4644 3.0202 -4.0012
C 4.4195 3.8556 -2.8963
C 3.5014 3.5909 -1.8966
C 2.6704 2.4871 -1.9950
C 2.7240 1.6652 -3.1085
C 3.6214 1.9282 -4.1275
Sb 1.2301 2.0798 -0.4553
C 0.4047 4.0344 -0.1229
C -0.7044 4.4696 -0.8355
C -1.2145 5.7382 -0.6245
C -0.6049 6.5548 0.3138
F -1.1004 7.7803 0.5312
C 0.4982 6.1375 1.0394
C 1.0007 4.8689 0.8130
C 2.1108 1.8663 1.4857
C 3.3176 2.4312 1.8666
C 3.7654 2.2927 3.1694
C 2.9962 1.5731 4.0690
F 3.4317 1.4137 5.3268
C 1.7942 0.9909 3.7046
C 1.3586 1.1456 2.4018
H 5.0899 4.6997 -2.8373
H 3.4224 4.2542 -1.0483
H 2.0614 0.8111 -3.1948
H 3.6701 1.3119 -5.0122
H -1.1739 3.8192 -1.5628
H -2.0685 6.1029 -1.1731
H 0.9458 6.7999 1.7642
H 1.8609 4.5333 1.3777
H 3.9232 2.9638 1.1477
H 4.6935 2.7345 3.4980
H 1.2185 0.4372 4.4300
H 0.4150 0.6956 2.1020
```



Entry 2:
Density functional theory data (ωB97M-V with the def2-TZVPD basis set) for C4H18F12MgN2O17S4 as an isolated structure in a non-equilibrium geometry.

Properties
charge	0
total energy	-123622.7462	eV
LUMO	-1.2277	eV

The geometry in XYZ format:
```
58
C4H18F12MgN2O17S4 (ωB97M-V with the def2-TZVPD basis set)
Mg -1.1602 -0.0679 -0.1200
C 2.8298 -1.1033 0.9176
F 1.9944 -1.0215 1.9551
F 3.8925 -0.3445 1.2043
F 3.1157 -2.4060 0.7390
S 1.9190 -0.3356 -0.6334
O 2.8368 0.4113 -1.3992
O 1.1805 -1.4248 -1.2600
N 0.5721 0.6062 0.0708
S 1.3583 1.9796 0.4229
O 2.7884 1.8634 0.8158
O 1.1378 2.9872 -0.6362
C 0.4678 2.5633 1.9315
F -0.8190 2.7189 1.7688
F 0.6242 1.6617 2.8951
F 1.1034 3.6345 2.4309
C -3.2746 0.0295 -3.6074
F -3.4280 1.2998 -3.2849
F -4.3819 -0.5336 -3.2506
F -3.1220 0.0239 -4.9382
S -1.7118 -0.8235 -2.8515
O -1.4016 -1.9423 -3.6992
O -0.6127 0.1647 -2.7859
N -2.2185 -1.1836 -1.1929
S -3.0081 -2.5485 -1.2419
O -3.6830 -2.9747 -2.4770
O -2.2389 -3.6603 -0.6527
C -4.4105 -2.1021 0.0329
F -4.9280 -0.9187 -0.2443
F -5.3663 -3.1197 0.0680
F -3.9342 -2.0399 1.2401
O 0.1938 -1.4540 4.0570
H 0.8995 -1.0180 4.5346
H -0.2978 -0.7402 3.6507
O -0.6317 -1.8139 0.8741
H 0.0794 -2.3436 1.2346
H -1.2570 -2.4527 0.5318
O -1.9018 1.7488 -0.8439
H -2.6799 2.2995 -0.9300
H -1.2779 2.1152 -1.4705
O 6.6677 -0.8405 1.2214
H 5.8840 -0.8188 1.7706
H 6.9309 0.0764 1.1423
O -3.7895 2.6106 1.8981
H -3.6346 3.3965 2.4220
H -3.8157 2.9257 0.9946
O -2.4602 0.3125 1.2913
H -2.9370 1.1303 1.4332
H -2.7712 -0.2699 1.9844
O 4.6400 2.3908 -2.2557
H 4.1792 3.1631 -2.5834
H 3.9808 1.6969 -2.2631
O 5.7090 2.2394 2.1775
H 4.7843 2.4865 2.1825
H 5.8896 1.9675 3.0773
O 0.7014 -3.6933 -2.9430
H -0.2490 -3.5811 -2.9240
H 1.0427 -2.9272 -2.4817
```



Entry 3:
Density functional theory data (ωB97M-V with the def2-TZVPD basis set) for a 2-piece molecular cluster, C4H12O overall in a non-equilibrium geometry.

Properties
charge	0
total energy	-6389.2330	eV
ΔE to the lowest compared entry with this formula, charge and spin	0.888	eV
LUMO	1.0058	eV

The geometry in XYZ format:
```
17
C4H12O (ωB97M-V with the def2-TZVPD basis set)
C -1.6798 -0.4836 -0.1921
C -2.0261 -0.3140 1.2695
O -1.2106 0.7617 -0.7864
H -0.8706 -1.1672 -0.4549
H -2.5186 -0.7406 -0.8401
H -2.3935 0.6995 1.4505
H -1.6635 1.5185 -0.4100
H -1.1193 -0.3989 1.8495
H -2.9056 -0.9138 1.5127
C 2.7062 -0.4666 0.3175
C 2.1173 0.4923 -0.7087
H 3.0963 -0.0295 1.2327
H 2.0146 -1.2884 0.5316
H 3.5782 -0.9747 -0.1065
H 2.7031 0.5041 -1.6383
H 2.0769 1.5589 -0.4622
H 1.1168 0.1857 -0.9934
```